Entry 1:
The following is a quantum chemistry calculation of a structure of composition C34H32AsBBr2NO3STl at a distorted geometry, from the OMol25 dataset.

XYZ file:
```
76
Properties=species:S:1:pos:R:3:lowdin_charge:R:1
Tl 0.85018 0.76158 -0.09473 0.857
S 0.71170 0.11454 2.49320 0.571
C -0.68365 -0.90779 2.84267 -0.686
C -1.03209 -1.04795 4.19144 -0.134
C -2.09250 -1.84700 4.57506 -0.086
C -2.84108 -2.51774 3.61624 -0.090
C -2.51160 -2.37920 2.28065 -0.112
C -1.43506 -1.58936 1.87617 -0.409
As -1.04760 -1.42497 -0.03013 1.329
C -1.64160 -3.19760 -0.61521 -0.375
C -2.85989 -3.42330 -1.24289 -0.101
C -3.23254 -4.71465 -1.59027 -0.078
C -2.39303 -5.78256 -1.31224 -0.086
C -1.17160 -5.55905 -0.69204 -0.083
C -0.79420 -4.27042 -0.35206 -0.112
C -2.54892 -0.31757 -0.58216 -0.387
C -3.33187 0.39238 0.32039 -0.097
C -4.29521 1.28096 -0.13807 -0.078
C -4.48378 1.46338 -1.49987 -0.076
C -3.71382 0.74719 -2.40761 -0.070
C -2.74829 -0.13438 -1.95127 -0.134
H -0.45119 -0.51315 4.93187 0.094
H -2.34146 -1.93979 5.62478 0.103
H -3.67351 -3.14424 3.90928 0.101
H -3.10300 -2.89018 1.53004 0.101
H -3.52513 -2.59599 -1.45248 0.095
H -4.18438 -4.88431 -2.07714 0.105
H -2.68834 -6.78842 -1.58152 0.103
H -0.51255 -6.39013 -0.47626 0.104
H 0.16031 -4.09013 0.13020 0.103
H -3.19043 0.24921 1.38568 0.100
H -4.90100 1.83184 0.57090 0.106
H -5.22852 2.16373 -1.85657 0.107
H -3.85774 0.88726 -3.47173 0.114
H -2.12473 -0.67195 -2.65670 0.113
C -1.01379 3.07244 1.93384 -0.041
C -1.30717 3.35764 0.49477 -0.306
C -2.10545 4.45897 0.13153 -0.004
C -2.33615 4.73298 -1.18450 -0.014
C -1.80379 3.89452 -2.18468 -0.194
C -1.97522 4.09428 -3.56933 -0.630
Br -2.91947 5.61448 -4.21608 0.754
C -1.45297 3.21096 -4.47425 -0.177
C -0.75357 2.09054 -4.03049 -0.607
Br -0.07876 0.85762 -5.29964 0.774
C -0.52604 1.80654 -2.68143 -0.464
O 0.08336 0.75123 -2.28347 -0.239
C -1.05421 2.77298 -1.74698 -0.138
N -0.80775 2.55894 -0.42966 0.098
H -1.42200 3.85224 2.57392 0.083
H 0.05951 3.00001 2.10548 0.062
H -1.44537 2.11391 2.22648 0.062
H -2.52033 5.08554 0.90906 0.115
H -2.92948 5.58962 -1.47354 0.081
H -1.58384 3.36960 -5.53535 0.096
C 6.22428 1.42308 0.02375 -0.009
C 5.17326 0.67415 0.83569 -0.455
C 5.52262 0.72856 2.31304 0.000
O 3.91182 1.37279 0.63840 0.077
B 3.15321 0.62355 -0.19477 -0.678
O 3.70862 -0.55580 -0.56154 0.085
C 4.86518 -0.76810 0.29722 -0.455
C 4.39371 -1.73758 1.37944 -0.004
C 5.98946 -1.39489 -0.50581 -0.004
H 6.22329 2.46532 0.34147 0.096
H 5.99640 1.39257 -1.04169 0.097
H 7.21625 1.00503 0.19441 0.094
H 5.73283 1.76058 2.59322 0.095
H 6.41002 0.12440 2.50659 0.098
H 4.69735 0.37184 2.92604 0.090
H 3.58783 -1.30136 1.97150 0.075
H 5.21179 -2.03431 2.03561 0.095
H 3.99699 -2.62395 0.88402 0.099
H 6.25519 -0.79057 -1.37054 0.087
H 5.67314 -2.37555 -0.85978 0.096
H 6.86740 -1.51503 0.13043 0.098
```

For the HOMO energy, the calculation gives -7.37 eV. The HOMO-LUMO gap is 7.23 eV. The charge is 0.

Entry 2:
The following is a quantum chemistry calculation of a structure of composition C34H32AuCl2N3P2, from the OMol25 dataset.

XYZ file:
```
74
Properties=species:S:1:pos:R:3:mulliken_spin:R:1
Au 0.17874 0.21796 -0.29845 0.288
C 0.22488 -1.05693 2.79235 0.108
P -0.57600 0.52061 2.14596 0.178
C -2.14579 0.41637 3.05731 0.029
C -2.95693 -0.69694 2.83239 0.006
C -4.14824 -0.84463 3.52543 -0.004
C -4.54339 0.12612 4.43520 0.012
C -3.75983 1.25550 4.63014 -0.003
C -2.57207 1.41439 3.93151 0.011
C 0.49520 1.74452 2.94190 -0.001
C 1.28755 2.57299 2.15080 -0.005
C 2.18705 3.44963 2.73983 -0.002
C 2.29437 3.50484 4.12051 0.000
C 1.50687 2.68047 4.91610 0.000
C 0.61546 1.79584 4.33333 0.001
C 1.27843 -1.56695 1.90449 0.281
C 2.44939 -2.34224 2.19981 0.050
C 3.01064 -2.67415 1.00145 0.097
C 2.18956 -2.08232 -0.01765 0.322
C 2.33251 -2.13079 -1.49084 0.069
P 1.23770 -0.89993 -2.34845 0.190
C -0.26352 -1.80169 -2.80106 0.000
C -0.79587 -2.76263 -1.93790 0.010
C -2.02920 -3.33598 -2.21089 -0.001
C -2.74642 -2.94173 -3.33233 0.010
C -2.23099 -1.97432 -4.18347 -0.004
C -0.99886 -1.39684 -3.91651 0.002
C 2.13528 -0.52077 -3.86919 0.033
C 2.97046 0.59740 -3.86667 0.028
C 3.68837 0.92621 -5.00572 0.004
C 3.56760 0.14470 -6.14665 0.006
C 2.74892 -0.97744 -6.14492 0.001
C 2.02666 -1.31490 -5.01128 0.004
N 1.15970 -1.42506 0.56266 0.073
H -0.58893 -1.78954 2.83200 0.055
H 0.59360 -0.91394 3.80638 0.010
H -2.65895 -1.45197 2.11125 0.000
H -4.76252 -1.72066 3.36453 0.000
H -5.46568 0.00532 4.98787 0.001
H -4.06793 2.01331 5.33903 0.000
H -1.97201 2.30177 4.07940 0.001
H 1.18712 2.53268 1.07069 -0.002
H 2.80660 4.08876 2.12462 0.000
H 2.99641 4.18691 4.58128 0.000
H 1.59353 2.72306 5.99383 0.000
H 0.01346 1.14755 4.95859 0.001
H 2.77522 -2.62899 3.18765 -0.001
H 3.89327 -3.27017 0.82738 -0.001
H 2.08085 -3.12731 -1.87234 0.042
H 3.36916 -1.94348 -1.77760 0.008
H -0.24865 -3.08303 -1.05920 0.007
H -2.42848 -4.09080 -1.54646 0.000
H -3.71398 -3.38248 -3.53488 0.000
H -2.78657 -1.67659 -5.06304 0.000
H -0.60138 -0.63941 -4.58082 0.001
H 3.05966 1.20145 -2.97008 0.005
H 4.33915 1.79043 -5.00769 0.000
H 4.11750 0.40862 -7.04023 0.000
H 2.67506 -1.59380 -7.03110 0.000
H 1.39302 -2.19262 -5.01012 0.001
N -0.99093 3.18990 -3.09939 0.000
C -2.10391 2.38756 -3.15163 0.003
C -1.91752 1.43058 -2.20740 -0.005
N -0.70338 1.65163 -1.59134 0.080
C -0.16589 2.71669 -2.15632 -0.007
H -0.83009 4.00526 -3.66882 0.002
H -2.92336 2.56942 -3.82430 0.001
H -2.56715 0.62396 -1.91315 0.003
H 0.78283 3.15585 -1.89650 0.002
Cl -2.15681 2.97757 1.09239 0.000
C -3.93209 3.13958 1.07208 0.000
Cl -4.58620 3.27139 -0.55801 0.000
H -4.18679 4.04235 1.61188 0.000
H -4.34985 2.25437 1.53775 0.000
```

For the HOMO energy (alpha / beta), the calculation gives -12.63 / -13.78 eV. The spin multiplicity is 3. The HOMO-LUMO gap (alpha / beta) is 7.83 / 6.19 eV. The charge is +2.

| no. | calculated total energy (Eh) |
| --- | --- |
| 1 | -9574.72587 |
| 2 | -3217.36107 |